Density functional theory data (the ωB97M-V functional and the def2-TZVPD basis) for 7 unconnected molecules or ions with the total composition C38H93N7O7.

The orbital gap comes out at 0.334 hartree. Its SMILES is CC1(C)CCCC(C)(C)N1O.CC1(C)CCCC(C)(C)N1O.COC[C@H](C)N.COC[C@H](C)N.COC[C@H](C)N.COC[C@H](C)N.COC[C@H](C)N. The value obtained for the max |F| is 3.46 eV/Å. Its multiplicity is 1.

Geometry (Å):
1 C -3.266 1.692 22.701
2 C -3.044 2.008 21.217
3 C -1.513 2.143 21.012
4 C -3.657 0.887 20.385
5 C -3.685 1.152 18.917
6 C -4.475 2.418 18.596
7 C -4.010 3.608 19.479
8 C -2.745 4.118 18.787
9 C -5.044 4.753 19.442
10 N -3.873 3.226 20.902
11 O -3.112 4.376 21.447
12 H -2.837 0.707 22.956
13 H -2.967 2.549 23.319
14 H -4.386 1.515 22.768
15 H -0.966 1.201 21.255
16 H -1.264 2.263 20.010
17 H -0.934 2.768 21.685
18 H -3.244 -0.040 20.705
19 H -4.711 0.755 20.716
20 H -2.643 1.268 18.637
21 H -4.063 0.254 18.466
22 H -5.530 2.259 18.970
23 H -4.498 2.643 17.538
24 H -2.097 3.267 18.560
25 H -2.268 4.833 19.408
26 H -2.964 4.532 17.855
27 H -5.344 4.998 18.412
28 H -4.590 5.673 19.855
29 H -5.936 4.443 19.971
30 H -3.698 4.760 22.153
31 C -7.832 2.814 25.345
32 C -9.234 3.172 25.802
33 C -10.262 2.331 24.939
34 C -9.533 2.714 27.216
35 C -8.813 3.549 28.258
36 C -9.348 4.935 28.141
37 C -9.092 5.510 26.764
38 C -9.744 6.914 26.654
39 C -7.603 5.731 26.606
40 N -9.665 4.591 25.751
41 O -9.596 5.071 24.392
42 H -7.562 3.197 24.338
43 H -7.128 3.199 26.074
44 H -7.726 1.717 25.344
45 H -10.151 1.271 25.222
46 H -11.253 2.743 25.136
47 H -9.978 2.508 23.894
48 H -10.646 2.677 27.445
49 H -9.157 1.677 27.255
50 H -9.048 3.268 29.272
51 H -7.725 3.508 28.068
52 H -8.964 5.670 28.833
53 H -10.399 4.907 28.389
54 H -9.470 7.487 27.538
55 H -10.815 6.765 26.522
56 H -9.334 7.572 25.844
57 H -7.139 4.911 27.059
58 H -7.406 6.728 27.036
59 H -7.398 5.803 25.546
60 H -8.651 5.209 24.193
61 C -2.647 6.041 28.323
62 O -2.522 5.572 27.009
63 C -3.786 5.562 26.249
64 C -3.445 5.590 24.743
65 C -2.919 6.973 24.290
66 N -4.588 5.143 23.926
67 H -2.862 7.105 28.275
68 H -1.738 5.821 28.862
69 H -3.488 5.647 28.892
70 H -4.405 4.649 26.472
71 H -4.462 6.380 26.517
72 H -2.575 4.855 24.693
73 H -3.668 7.771 24.398
74 H -2.665 6.913 23.223
75 H -2.056 7.188 24.920
76 H -5.055 4.316 24.204
77 H -5.301 5.812 23.578
78 C -14.286 7.422 21.646
79 O -13.160 8.293 21.813
80 C -12.011 7.814 21.016
81 C -11.129 8.976 20.856
82 C -10.745 9.824 22.091
83 N -11.660 9.749 19.687
84 H -14.239 6.522 22.285
85 H -14.369 7.096 20.591
86 H -15.210 7.980 21.827
87 H -11.603 7.007 21.665
88 H -12.377 7.396 20.070
89 H -10.189 8.535 20.485
90 H -10.388 9.324 22.961
91 H -11.565 10.519 22.363
92 H -9.883 10.398 21.743
93 H -11.049 10.510 19.497
94 H -12.600 10.040 19.990
95 C -8.000 10.694 18.493
96 O -8.265 9.281 18.676
97 C -7.920 8.334 17.620
98 C -8.838 7.104 17.962
99 C -8.529 5.942 17.009
100 N -10.268 7.457 17.930
101 H -7.020 10.807 18.095
102 H -8.069 11.172 19.461
103 H -8.760 11.116 17.818
104 H -8.195 8.666 16.653
105 H -6.926 7.909 17.743
106 H -8.512 6.792 18.965
107 H -7.523 5.475 17.220
108 H -8.577 6.139 15.953
109 H -9.311 5.217 17.206
110 H -10.617 8.328 18.386
111 H -10.692 7.289 17.084
112 C -8.690 6.349 22.035
113 O -7.645 6.583 22.940
114 C -7.471 7.936 23.292
115 C -6.941 8.822 22.175
116 C -5.722 8.260 21.555
117 N -6.754 10.181 22.623
118 H -8.430 5.514 21.410
119 H -8.834 7.168 21.347
120 H -9.629 6.156 22.544
121 H -8.378 8.364 23.728
122 H -6.697 7.844 24.066
123 H -7.741 8.852 21.454
124 H -4.959 8.228 22.341
125 H -5.365 8.747 20.662
126 H -5.839 7.196 21.307
127 H -5.948 10.227 23.234
128 H -7.545 10.402 23.271
129 C -10.359 13.294 25.458
130 O -9.046 13.375 25.970
131 C -8.243 14.285 25.306
132 C -6.776 14.002 25.624
133 C -5.895 15.119 25.111
134 N -6.303 12.731 25.079
135 H -10.957 12.684 26.121
136 H -10.381 12.922 24.415
137 H -10.813 14.274 25.360
138 H -8.387 14.228 24.219
139 H -8.545 15.327 25.543
140 H -6.663 13.965 26.704
141 H -5.956 15.082 24.039
142 H -4.901 14.900 25.432
143 H -6.164 16.129 25.481
144 H -7.031 12.060 25.352
145 H -6.411 12.797 24.090

=====

Density functional theory data (the ωB97M-V functional and the def2-TZVPD basis) for a single C2H4N4O molecule.

The orbital gap comes out at 0.341 hartree. Its SMILES is Nc1nnoc1N. The value obtained for the max |F| is 5.29 eV/Å. Its multiplicity is 1.

Geometry (Å):
1 N -1.907 0.591 0.174
2 C -0.623 0.203 -0.263
3 N -0.475 -0.878 -1.157
4 N 0.697 -1.396 -1.062
5 O 1.331 -0.480 0.038
6 C 0.524 0.415 0.411
7 N 0.746 1.147 1.464
8 H -2.572 -0.069 0.766
9 H -2.632 0.541 -0.674
10 H 1.655 1.407 1.363
11 H 0.062 1.997 1.417

=====

Sequential E_tot output: -2413.37070 -372.76000 a.u.
Sequential lowest unoccupied orbital energy output: 0.019 0.024 Ha